{"formula": "C5H7NO", "method": "ωB97M-V/def2-TZVPD", "smiles": "C=C(C)OC1=NC1", "relative_energy_ev": 5.0997, "elements": ["O", "N", "C", "C", "C", "C", "C", "H", "H", "H", "H", "H", "H", "H"], "coordinates": [[1.085, -0.235, -1.261], [1.424, -2.360, -0.061], [0.033, 0.698, -0.190], [0.315, -1.606, 0.760], [1.069, -1.252, -0.504], [0.653, 1.553, 0.589], [-1.329, 0.654, -0.757], [0.648, -1.279, 1.736], [-2.094, 0.549, 0.010], [-1.505, 1.580, -1.310], [1.680, 1.442, 0.897], [-1.449, -0.161, -1.469], [0.142, 2.469, 0.854], [-0.672, -2.051, 0.706]], "mulliken_charge": [-0.446, -0.585, 0.748, -0.615, 0.735, -0.807, -1.136, 0.264, 0.297, 0.355, 0.300, 0.352, 0.280, 0.257]}

=====

{"formula": "C4H9N3S", "method": "ωB97M-V/def2-TZVPD", "smiles": "[H]/N=C/N/C=N\\CCS", "relative_energy_ev": 6.4527, "elements": ["S", "N", "N", "N", "C", "C", "C", "C", "H", "H", "H", "H", "H", "H", "H", "H", "H"], "coordinates": [[-3.363, -0.255, -0.355], [1.730, 0.537, -0.507], [3.911, -0.519, 0.273], [-0.020, -0.756, 0.393], [-2.163, 0.645, 0.798], [3.229, 0.473, -0.211], [-0.617, 0.524, 0.147], [1.179, -0.677, -0.051], [1.116, 1.355, -1.257], [0.262, 1.055, 0.755], [-2.108, -1.055, -1.102], [-2.557, 1.739, 1.167], [3.614, 1.589, -0.458], [-2.051, -0.053, 1.882], [-0.685, 0.680, -0.981], [5.021, -0.430, 0.237], [2.083, -1.422, 0.223]], "mulliken_charge": [-0.286, -0.338, -0.599, -0.391, -0.386, 0.068, -0.802, -0.039, 0.378, 0.490, 0.182, 0.328, 0.251, 0.238, 0.259, 0.265, 0.381]}

=====

no.,gap between HOMO and LUMO (eV)
1,9.020
2,8.971